{
  "formula": "C28H60FN17O36S",
  "method": "ωB97M-V with the def2-TZVPD basis set",
  "total_charge": 0,
  "symbols": ["C", "C", "F", "C", "C", "C", "C", "C", "C", "S", "C", "O", "O", "C", "O", "N", "C", "C", "O", "H", "H", "H", "H", "H", "H", "H", "H", "H", "H", "H", "H", "C", "N", "O", "O", "H", "H", "H", "C", "N", "O", "O", "H", "H", "H", "C", "N", "O", "O", "H", "H", "H", "C", "N", "O", "O", "H", "H", "H", "C", "N", "O", "O", "H", "H", "H", "C", "N", "O", "O", "H", "H", "H", "C", "N", "O", "O", "H", "H", "H", "C", "N", "O", "O", "H", "H", "H", "C", "N", "O", "O", "H", "H", "H", "C", "N", "O", "O", "H", "H", "H", "C", "N", "O", "O", "H", "H", "H", "C", "N", "O", "O", "H", "H", "H", "C", "N", "O", "O", "H", "H", "H", "C", "N", "O", "O", "H", "H", "H", "C", "N", "O", "O", "H", "H", "H", "C", "N", "O", "O", "H", "H", "H"],
  "xyz": [[3.16075, -1.51526, 3.37263], [3.07544, -2.38298, 2.00453], [3.68357, -3.67707, 2.31190], [1.53498, -2.52253, 1.62063], [0.89074, -3.94942, 1.74412], [-0.61285, -4.19270, 1.40707], [-1.42866, -2.94883, 0.97180], [-0.79346, -1.53926, 0.84985], [0.70948, -1.28473, 1.14682], [1.38127, 0.41635, 0.92910], [0.58502, 1.69505, 2.00841], [2.87606, 0.53743, 1.07361], [1.05684, 0.81924, -0.50953], [-1.96938, -0.56747, 0.39697], [-1.89964, 0.62490, 0.01784], [-3.24598, -1.32717, 0.53833], [-3.89317, -0.95609, 1.86576], [-2.95695, -2.77658, 0.56776], [-3.71616, -3.74864, 0.31459], [3.38326, -2.19365, 4.26324], [2.11756, -1.05679, 3.56442], [3.89413, -0.65529, 3.24971], [3.65650, -1.86737, 1.17302], [1.53723, -4.84424, 2.06687], [-1.10361, -5.21292, 1.49380], [0.34812, 2.59652, 1.32879], [-0.37640, 1.32746, 2.50337], [1.35510, 2.08134, 2.76596], [-4.96038, -1.38386, 1.93832], [-3.27582, -1.40874, 2.71580], [-3.94283, 0.17739, 2.00335], [0.68205, 6.38308, 3.17754], [0.81356, 4.91950, 3.37811], [-0.13604, 4.33030, 3.86442], [1.87075, 4.40748, 3.03586], [-0.30139, 6.69839, 3.52069], [1.46622, 6.86966, 3.75683], [0.79916, 6.57668, 2.11256], [3.59432, 2.84863, 5.73836], [2.93901, 1.51730, 5.65256], [3.60665, 0.58940, 5.22468], [1.77658, 1.45054, 6.01719], [4.61917, 2.75865, 5.38294], [3.02681, 3.53524, 5.11044], [3.57356, 3.15818, 6.78258], [-1.13933, 3.86800, -0.96887], [-1.55191, 5.12965, -0.29912], [-2.59219, 5.64802, -0.66603], [-0.81136, 5.55425, 0.57594], [-1.88358, 3.60834, -1.71841], [-0.17062, 4.04372, -1.43324], [-1.07713, 3.09486, -0.20361], [6.57934, -2.16816, 0.15146], [7.09236, -1.11940, 1.06968], [8.22684, -0.71116, 0.87806], [6.33838, -0.74192, 1.95101], [7.35151, -2.40535, -0.57800], [6.33680, -3.04296, 0.75445], [5.69338, -1.76829, -0.34136], [5.20289, 5.52571, 1.72059], [4.59359, 6.47699, 2.68580], [5.03898, 6.48695, 3.82184], [3.68847, 7.18009, 2.26875], [5.98964, 4.96882, 2.22613], [4.41470, 4.85584, 1.37797], [5.61150, 6.11009, 0.89705], [0.39224, 1.38228, -4.83179], [-0.01826, 2.64450, -4.16420], [-1.06275, 3.16234, -4.53283], [0.71972, 3.07115, -3.29440], [-0.35467, 1.12215, -5.57961], [1.36099, 1.55746, -5.29815], [0.45583, 0.61116, -4.06453], [-3.99601, 2.76945, -3.50777], [-4.63281, 1.42900, -3.59426], [-3.95070, 0.50987, -4.01691], [-5.79715, 1.34637, -3.23417], [-2.96774, 2.69186, -3.85894], [-4.56941, 3.44793, -4.13900], [-4.02603, 3.08054, -2.46385], [-6.33896, -4.89376, -0.42000], [-6.99596, -6.22403, -0.51504], [-6.32878, -7.14997, -0.94701], [-8.15961, -6.29188, -0.15207], [-5.31502, -4.98154, -0.77368], [-6.90463, -4.20299, -1.04430], [-6.36052, -4.59038, 0.62583], [-8.28192, 3.33826, -4.57780], [-8.38411, 4.52603, -5.46641], [-9.28197, 4.53296, -6.29484], [-7.55960, 5.41063, -5.30167], [-9.07328, 2.63787, -4.83565], [-7.30252, 2.89005, -4.73987], [-8.39301, 3.68432, -3.55367], [-9.15563, -0.22426, -1.61043], [-9.25790, 0.96490, -2.49498], [-10.15526, 0.97452, -3.32411], [-8.43512, 1.84755, -2.32811], [-9.94747, -0.92425, -1.87074], [-8.17553, -0.67136, -1.77394], [-9.26714, 0.12030, -0.58310], [6.33025, -6.40335, 3.31578], [7.11876, -5.60900, 2.33837], [6.91882, -4.40536, 2.30413], [7.90935, -6.22111, 1.64017], [5.67183, -5.73192, 3.86398], [5.75249, -7.13516, 2.75340], [7.03467, -6.88884, 3.99020], [-12.77326, 2.81484, -4.69255], [-13.38480, 3.76379, -3.72595], [-12.93305, 3.77862, -2.59212], [-14.29676, 4.46022, -4.13940], [-11.97951, 2.26387, -4.18984], [-13.55778, 2.13871, -5.03036], [-12.37238, 3.40040, -5.51939], [9.10809, 1.36199, -2.09673], [8.43692, 0.80938, -3.30228], [8.74034, 1.28859, -4.38402], [7.62928, -0.08572, -3.12135], [9.79619, 2.14653, -2.40614], [8.33351, 1.76350, -1.44450], [9.64526, 0.54506, -1.61626], [11.92242, 0.72806, -6.14471], [13.05538, 0.99089, -5.21967], [13.89984, 1.79365, -5.58062], [13.05610, 0.38098, -4.16255], [12.05094, 1.33505, -7.03894], [11.93980, -0.33248, -6.39283], [11.00364, 0.99764, -5.62421], [2.69916, -8.77719, 1.91047], [2.29105, -7.51742, 2.58568], [1.24858, -6.99614, 2.22265], [3.02984, -7.09221, 3.45688], [1.95074, -9.03282, 1.16272], [3.66713, -8.60070, 1.44280], [2.76358, -9.55247, 2.67299], [-3.80958, -4.88334, 5.04105], [-3.89609, -3.69410, 4.15426], [-4.79172, -3.67577, 3.32663], [-3.05940, -2.81968, 4.32169], [-4.61015, -5.57347, 4.78122], [-2.83544, -5.34350, 4.87926], [-3.91734, -4.53584, 6.06782]]
}

***

{
  "formula": "C28H60O14PS5",
  "method": "ωB97M-V with the def2-TZVPD basis set",
  "total_charge": -1,
  "de_lowest_kcal_mol": 0.0,
  "symbols": ["C", "C", "C", "O", "C", "C", "C", "C", "O", "C", "O", "P", "O", "H", "H", "H", "H", "H", "H", "H", "H", "H", "H", "H", "H", "H", "H", "H", "H", "H", "H", "H", "H", "C", "C", "C", "S", "O", "O", "C", "H", "H", "H", "H", "H", "H", "H", "H", "C", "C", "C", "S", "O", "O", "C", "H", "H", "H", "H", "H", "H", "H", "H", "C", "C", "C", "S", "O", "O", "C", "H", "H", "H", "H", "H", "H", "H", "H", "C", "C", "C", "S", "O", "O", "C", "H", "H", "H", "H", "H", "H", "H", "H", "C", "C", "C", "S", "O", "O", "C", "H", "H", "H", "H", "H", "H", "H", "H"],
  "xyz": [[5.24201, -0.40177, -2.02559], [3.86752, 0.02231, -1.54631], [3.47458, 1.35658, -2.17804], [2.51464, 2.10256, -1.47235], [1.12621, 1.73540, -1.70391], [0.78552, 0.73199, -0.57672], [-0.66797, 0.42440, -0.23276], [-1.57784, 0.08577, -1.39726], [-1.29004, 1.45560, 0.53288], [0.37811, 3.09928, -1.56448], [-0.54585, 3.30787, -2.58978], [-0.16124, 2.29461, -3.99867], [0.88484, 1.29003, -2.95411], [5.46632, -1.42317, -1.74064], [6.02090, 0.22372, -1.58627], [5.32931, -0.29139, -3.10827], [3.12698, -0.75469, -1.70254], [3.93121, 0.21145, -0.47390], [3.20166, 1.21734, -3.22428], [4.38219, 1.96542, -2.17155], [1.30278, 1.04027, 0.33081], [1.22242, -0.22937, -0.85052], [-0.64597, -0.46589, 0.40611], [-2.20623, 0.92516, -1.66455], [-2.23992, -0.72728, -1.09148], [-1.02332, -0.26860, -2.25460], [-0.62870, 1.88664, 1.09234], [0.01571, 3.32970, -0.56474], [1.18175, 3.83422, -1.71440], [-0.98056, 3.13209, -4.86788], [-1.33617, 1.52129, -3.68794], [0.08017, 1.38264, -5.10395], [0.98408, 3.11704, -4.31670], [-4.22927, 1.71610, 4.96313], [-4.35443, 1.60123, 3.43553], [-3.32618, 2.55419, 2.81559], [-2.00496, 2.69850, 4.00740], [-1.94449, 4.04994, 4.51076], [-0.83449, 2.05856, 3.45855], [-2.72960, 1.64736, 5.25909], [-4.77285, 0.92363, 5.46317], [-4.63433, 2.67176, 5.30340], [-4.13469, 0.57487, 3.13552], [-5.36111, 1.83557, 3.08902], [-2.90412, 2.17644, 1.88378], [-3.73212, 3.55421, 2.66662], [-2.44592, 2.01188, 6.24341], [-2.34566, 0.63928, 5.10542], [-9.49308, -1.31272, 6.64625], [-9.59874, -1.40770, 5.11760], [-8.54985, -0.45762, 4.52510], [-7.22845, -0.35810, 5.73825], [-7.17139, 0.98770, 6.25005], [-6.05232, -1.01687, 5.22874], [-8.00411, -1.40139, 6.96800], [-10.05415, -2.10348, 7.14188], [-9.88978, -0.35417, 6.98709], [-9.38960, -2.43124, 4.80133], [-10.59671, -1.15392, 4.76449], [-8.13433, -0.82380, 3.59016], [-8.94105, 0.54826, 4.38777], [-7.74401, -1.03728, 7.95888], [-7.62346, -2.41217, 6.82556], [6.89761, -5.56611, -0.89825], [6.92603, -5.15571, 0.57893], [5.83313, -4.09530, 0.76773], [4.58254, -4.43863, -0.47667], [4.57371, -3.34891, -1.42231], [3.37397, -4.89808, 0.15646], [5.43231, -5.81037, -1.24404], [7.50402, -6.45070, -1.08766], [7.29385, -4.75330, -1.50598], [6.72149, -6.02484, 1.20813], [7.89931, -4.76264, 0.86790], [5.36619, -4.13149, 1.74820], [6.21088, -3.09280, 0.57545], [5.22540, -5.79588, -2.31144], [5.05447, -6.73204, -0.80199], [7.68578, -3.18760, -5.17647], [7.48151, -1.73688, -4.71965], [8.16989, -1.58618, -3.35860], [9.51210, -2.78149, -3.34288], [9.23114, -3.77283, -2.33061], [10.78351, -2.10372, -3.37497], [9.16325, -3.49709, -4.94546], [7.40939, -3.32704, -6.22030], [7.06683, -3.85520, -4.57277], [7.93889, -1.05894, -5.44300], [6.42672, -1.47905, -4.64928], [8.58845, -0.59512, -3.20635], [7.49774, -1.83262, -2.53840], [9.39439, -4.55942, -4.91988], [9.79784, -2.99205, -5.67281], [-4.72502, 5.20184, -1.59914], [-3.89570, 3.96114, -1.24297], [-4.83089, 2.98862, -0.51103], [-6.48486, 3.31577, -1.12334], [-7.29257, 3.82867, -0.03956], [-6.95304, 2.20801, -1.91959], [-6.03037, 4.67779, -2.19247], [-4.20037, 5.84893, -2.29992], [-4.93657, 5.78196, -0.69740], [-3.51614, 3.49591, -2.15343], [-3.03243, 4.20883, -0.62907], [-4.57667, 1.95099, -0.71335], [-4.84115, 3.16646, 0.56204], [-6.83750, 5.40684, -2.20211], [-5.87894, 4.26994, -3.19119]]
}

***

Sequential HOMO-LUMO gap output: 8.297; 5.719 eV